Record 1
Density functional theory data (ωB97M-V/def2-TZVPD) for C9H6Br2O7Pd as an isolated structure at a distorted geometry.

Geometry (Å):
Pd: -0.17 -1.78 0.91
Br: -1.91 -3.04 2.37
Br: 1.23 -3.33 -0.74
C: 1.51 2.09 1.73
C: 2.72 2.53 2.37
C: 3.53 1.41 3.16
O: 4.54 1.77 3.76
C: 3.07 0.06 3.08
C: 1.91 -0.27 2.42
C: 1.08 0.78 1.72
O: -0.04 0.50 1.16
O: 1.48 -1.48 2.44
O: 3.17 3.67 2.40
H: 0.97 2.89 1.24
H: 3.64 -0.69 3.60
C: -3.65 -0.40 -3.33
C: -2.32 -0.39 -4.07
O: -1.46 -0.99 -3.14
C: -1.95 -0.77 -1.90
O: -1.37 -0.98 -0.90
O: -3.19 -0.27 -1.97
H: -4.14 -1.38 -3.35
H: -4.35 0.37 -3.64
H: -1.96 0.62 -4.32
H: -2.35 -0.94 -5.01

Computed properties:
Charge: -2
Kohn-Sham gap (spin up / spin down): 5.155 / 5.120 eV
HOMO energy (spin up / spin down): -1.326 / -1.291 eV
Multiplicity: 3
LUMO (spin up / spin down): 3.8 / 3.8 eV


Record 2
Density functional theory data (ωB97M-V/def2-TZVPD) for an isolated ion of composition C9H6ClF12N4O3S and charge +1 at a distorted geometry.

Geometry (Å):
N: 1.44 -3.78 1.77
C: 2.51 -2.88 1.11
N: 1.79 -2.18 -0.04
N: 1.33 -3.07 -1.02
C: 0.63 -2.14 -1.99
Cl: -0.14 -2.97 -3.45
N: 0.69 -0.69 -1.56
S: -0.03 0.67 -2.39
O: 1.02 1.81 -2.72
O: -0.61 0.25 -3.80
C: -1.39 1.37 -1.25
F: -0.75 2.08 -0.11
F: -2.05 2.44 -2.08
C: -2.48 0.23 -0.79
F: -1.89 -0.90 -0.01
F: -2.99 -0.39 -2.06
C: -3.80 0.81 -0.01
F: -4.70 -0.38 0.22
F: -4.62 1.77 -0.81
C: -3.51 1.52 1.44
F: -4.82 1.49 2.19
F: -2.53 0.81 2.30
F: -3.14 2.96 1.36
C: 1.47 -0.71 -0.26
C: 1.89 0.55 0.73
O: 2.50 1.64 -0.07
C: 2.71 2.85 0.74
F: 3.64 2.58 1.86
F: 1.46 3.52 1.20
F: 3.39 3.85 -0.17
H: 1.61 -3.84 2.80
H: 1.46 -4.74 1.36
H: 3.42 -3.52 0.76
H: 2.77 -2.06 1.91
H: 0.99 0.94 1.39
H: 2.74 0.15 1.46

Computed properties:
Charge: +1
Kohn-Sham gap: 8.448 eV
HOMO energy: -14.294 eV
SMILES: NCn1nc(Cl)[n+](S(=O)(=O)C(F)(F)C(F)(F)C(F)(F)C(F)(F)F)c1COC(F)(F)F
LUMO: -5.8 eV


Record 3
Density functional theory data (ωB97M-V/def2-TZVPD) for one molecule with the formula C9H6ClFO at a distorted geometry.

Geometry (Å):
O: 1.68 -0.95 -0.90
C: 0.99 0.00 -0.61
C: 1.53 1.26 -0.07
C: 0.72 2.19 0.51
C: -0.69 2.06 0.57
C: -1.25 1.16 -0.26
C: -0.63 0.04 -0.85
C: -1.30 -1.21 -0.28
C: -0.60 -2.10 0.34
C: 0.49 -2.79 0.68
F: 0.90 -2.79 1.98
Cl: 1.17 -4.00 -0.33
H: 2.53 1.39 -0.01
H: 1.17 3.07 0.84
H: -1.37 2.80 1.02
H: -2.27 1.03 -0.28
H: -0.62 0.04 -2.01
H: -2.47 -1.20 -0.34

Computed properties:
Charge: 0
Kohn-Sham gap: 8.671 eV
HOMO energy: -9.108 eV
SMILES: O=C1C=CC=C[C@@H]1C=C=C(F)Cl
LUMO: -0.4 eV


Record 4
Density functional theory data (ωB97M-V/def2-TZVPD) for C9H6ClN2O3 as an isolated structure at a distorted geometry.

Geometry (Å):
C: -2.72 -0.70 -0.72
C: -1.90 -1.84 -0.77
C: -2.28 0.56 -0.28
C: -0.57 -1.67 -0.61
C: -0.83 0.67 -0.12
C: -0.06 -0.44 -0.25
C: -0.30 2.02 0.17
C: 2.53 -1.19 0.83
C: 1.84 -0.02 0.04
N: 0.98 2.20 0.61
N: 1.96 1.14 0.78
O: 3.02 -0.76 1.92
O: -1.08 2.97 0.18
O: 2.54 -2.33 0.33
Cl: 2.25 0.32 -1.74
H: -3.77 -0.88 -0.98
H: -2.44 -2.79 -1.10
H: -3.07 1.33 -0.19
H: 0.21 -2.50 -0.73
H: 1.25 3.12 0.92
H: 2.44 0.80 1.69

Computed properties:
Charge: -1
Kohn-Sham gap: 8.265 eV
HOMO energy: -4.936 eV
LUMO: 3.3 eV


Record 5
Density functional theory data (ωB97M-V/def2-TZVPD) for one molecule with the formula C9H6ClN3 at a distorted geometry.

Geometry (Å):
N: 4.88 0.12 2.20
C: 4.22 0.12 1.26
C: 3.46 -0.02 -0.01
Cl: 4.69 0.26 -1.35
C: 2.30 0.92 0.11
C: 1.18 0.23 -0.03
C: -0.23 0.53 -0.10
N: -0.52 1.88 -0.04
C: -1.08 -0.56 -0.18
C: -0.66 -1.98 -0.25
C: 0.61 -2.29 -0.02
C: 1.58 -1.23 -0.08
N: 2.86 -1.37 -0.11
H: 2.31 2.02 0.31
H: -1.46 2.04 0.25
H: 0.28 2.23 0.43
H: -2.21 -0.31 -0.23
H: -1.27 -2.87 -0.25
H: 0.89 -3.28 0.06

Computed properties:
Charge: 0
Kohn-Sham gap (spin up / spin down): 7.082 / 7.083 eV
HOMO energy (spin up / spin down): -8.436 / -8.437 eV
SMILES: N#C[C@]1(Cl)C=c2c(N)cccc2=N1
LUMO (spin up / spin down): -1.4 / -1.4 eV


Record 6
Density functional theory data (ωB97M-V/def2-TZVPD) for one molecule with the formula C9H6INO2S at a distorted geometry.

Geometry (Å):
O: 1.36 -2.36 -1.49
C: 1.30 -1.69 -0.49
C: 0.67 -2.12 0.75
C: 0.03 -1.26 1.52
C: -0.06 0.27 1.40
O: 0.77 0.87 2.02
C: -0.99 0.80 0.45
C: -1.74 0.14 -0.45
C: -2.31 0.98 -1.43
C: -1.90 2.31 -1.35
S: -0.97 2.48 0.01
N: 1.67 -0.34 -0.37
C: 2.54 0.44 -0.03
I: 4.59 -0.14 0.30
H: 0.56 -3.24 0.95
H: -0.65 -1.60 2.33
H: -1.93 -0.82 -0.36
H: -3.03 0.57 -2.05
H: -2.30 3.20 -1.90
H: 2.40 1.51 0.20

Computed properties:
Charge: 0
Kohn-Sham gap: 9.052 eV
HOMO energy: -9.474 eV
SMILES: O=C(/C=C\C(=O)c1cccs1)/N=C\I
LUMO: -0.4 eV


Record 7
Density functional theory data (ωB97M-V/def2-TZVPD) for a 2-piece molecular cluster, C9H6N2O2S overall at a distorted geometry.

Geometry (Å):
C: 2.43 -2.18 -0.52
C: 1.26 -1.83 1.53
C: -2.47 -0.15 -0.55
C: -2.13 0.15 0.79
C: -1.70 0.43 -1.59
C: -1.01 0.92 1.05
C: -0.62 1.24 -1.35
C: -0.32 1.50 0.03
C: 2.24 -1.26 0.64
N: 2.64 -2.93 -1.39
N: 0.49 -2.15 2.30
O: 1.70 -0.05 0.18
O: 1.74 2.87 -0.81
S: 1.28 2.23 0.42
H: -3.35 -0.82 -0.76
H: -2.54 -0.35 1.66
H: -2.05 0.41 -2.65
H: -0.59 1.29 1.92
H: -0.22 1.81 -2.11
H: 3.21 -1.15 1.21

Computed properties:
Charge: 0
Kohn-Sham gap (spin up / spin down): 7.225 / 7.232 eV
HOMO energy (spin up / spin down): -9.944 / -9.945 eV
LUMO (spin up / spin down): -2.7 / -2.7 eV


Record 8
Density functional theory data (ωB97M-V/def2-TZVPD) for one molecule with the formula C9H6N4S at a distorted geometry.

Geometry (Å):
N: -1.75 -0.22 -2.92
C: -0.63 -0.75 -2.26
N: 0.04 -1.74 -2.70
C: 0.92 -2.29 -1.84
N: 1.37 -1.70 -0.72
C: 0.57 -0.69 -0.27
C: -0.43 -0.17 -0.98
S: -1.27 1.30 -0.38
C: -0.18 1.04 1.06
N: -0.29 1.86 2.07
C: 0.42 1.75 3.17
C: 1.16 0.53 3.37
C: 1.39 -0.38 2.29
C: 0.78 0.03 1.02
H: -2.60 -0.02 -2.27
H: -2.00 -0.79 -3.74
H: 1.32 -3.29 -2.03
H: 0.23 2.48 4.01
H: 1.68 0.18 4.30
H: 2.15 -1.27 2.40

Computed properties:
Charge: 0
Kohn-Sham gap: 8.755 eV
HOMO energy: -8.733 eV
SMILES: Nc1ncnc2c1sc1ncccc12
LUMO: 0.0 eV


Number 1: total energy -6149.2292 a.u.. Number 2: total energy -2847.2872 a.u.. Number 3: total energy -981.6996 a.u.. Number 4: total energy -1142.0028 a.u.. Number 5: total energy -970.9340 a.u.. Number 6: total energy -1247.5873 a.u.. Number 7: total energy -1004.5617 a.u.. Number 8: total energy -963.7608 a.u..